Entry 1:
Density functional theory data (wB97M-V/def2-TZVPD) for a 4-piece molecular cluster, C26H44NO12PS2 overall.

Geometry (Å):
C  -5.816  -0.711  -4.650
C  -4.861  -1.046  -3.503
N  -3.650  -0.220  -3.640
C  -2.662  -0.805  -4.569
C  -1.904  -1.998  -4.008
C  -3.055  0.171  -2.435
S  -3.129  -0.689  -1.049
S  -2.168  1.667  -2.663
C  -1.911  2.349  -1.014
C  -0.769  1.747  -0.203
C  -0.600  2.340  1.200
C  -1.536  1.810  2.247
C  -2.724  1.229  2.055
C  -3.573  0.789  3.181
O  -4.768  0.689  3.061
C  -2.876  0.507  4.461
C  -1.684  1.066  4.669
P  -0.870  0.697  6.246
O  -1.796  0.872  7.391
C  -1.068  1.957  3.655
O  -0.209  2.751  3.974
H  -6.702  -1.339  -4.588
H  -5.337  -0.797  -5.621
H  -6.146  0.320  -4.526
H  -5.367  -0.827  -2.572
H  -4.605  -2.104  -3.572
H  -3.140  -1.046  -5.515
H  -1.931  -0.028  -4.796
H  -1.318  -2.482  -4.788
H  -1.184  -1.666  -3.262
H  -2.542  -2.752  -3.553
H  -1.644  3.389  -1.210
H  -2.866  2.386  -0.498
H  -0.812  0.666  -0.118
H  0.147  1.977  -0.750
H  -0.641  3.430  1.171
H  0.406  2.085  1.535
H  -3.131  1.055  1.072
H  -3.363  -0.133  5.185
H  -0.488  -0.653  6.135
H  0.268  1.507  6.360
C  1.689  7.109  -2.571
C  2.644  5.956  -2.788
O  3.525  5.767  -1.669
C  2.987  5.169  -0.611
O  1.856  4.763  -0.521
O  3.911  5.097  0.344
C  3.447  4.533  1.576
H  2.241  8.019  -2.335
H  1.098  7.280  -3.471
H  1.009  6.905  -1.746
H  3.303  6.162  -3.630
H  2.113  5.027  -2.997
H  2.992  3.559  1.411
H  2.731  5.201  2.052
H  4.324  4.426  2.207
C  4.588  -2.906  -4.115
C  4.021  -1.630  -3.533
O  2.652  -1.785  -3.125
C  2.469  -2.434  -1.978
O  3.330  -2.868  -1.258
O  1.156  -2.515  -1.755
C  0.804  -3.248  -0.578
H  3.961  -3.261  -4.934
H  5.595  -2.729  -4.494
H  4.636  -3.691  -3.363
H  4.000  -0.845  -4.287
H  4.615  -1.272  -2.693
H  1.331  -2.852  0.288
H  1.031  -4.306  -0.698
H  -0.266  -3.119  -0.441
C  2.675  -6.081  4.332
C  1.983  -5.258  5.395
O  1.772  -3.899  4.973
C  0.767  -3.716  4.122
O  0.017  -4.559  3.705
O  0.720  -2.417  3.813
C  -0.287  -2.078  2.859
H  3.608  -5.604  4.029
H  2.898  -7.077  4.716
H  2.049  -6.186  3.448
H  2.607  -5.180  6.283
H  1.032  -5.700  5.691
H  -1.266  -2.428  3.180
H  -0.050  -2.495  1.882
H  -0.297  -0.993  2.793

Cartesian forces (eV/Å) of the 2 atoms listed first:
C 0.04 0.41 0.52
C -0.09 0.00 -1.10

Computed properties:
- SMILES: CCN(CC)C(=S)SCCCC1=CC(=O)C=C([PH2]=O)C1=O.CCOC(=O)OC.CCOC(=O)OC.CCOC(=O)OC
- Charge: 0
- HOMO energy: -8.7 eV
- E: -3112.46328 hartree
- Largest force on an atom: 1.54 eV Å⁻¹

Results of the Mulliken charge analysis, in e, for atoms 1 through 6: -1.28 -0.40 0.18 -0.75 -0.83 -0.07

---

Entry 2:
Density functional theory data (wB97M-V/def2-TZVPD) for C26H45Cl3O2P2Pd as an isolated structure.

Geometry (Å):
Pd  -0.530  0.084  -1.213
C  -1.975  1.555  0.627
C  -2.439  0.693  -0.476
C  -2.338  -0.550  1.554
C  -2.050  0.793  1.862
C  -2.550  -0.662  0.115
C  -1.875  3.013  0.499
H  -1.508  3.327  -0.497
H  -1.196  3.463  1.240
H  -2.866  3.495  0.636
C  -1.747  1.329  3.188
H  -1.305  2.337  3.158
H  -0.998  0.696  3.709
H  -2.632  1.384  3.863
C  -2.317  -1.685  2.490
H  -3.229  -1.797  3.108
H  -1.471  -1.619  3.199
H  -2.186  -2.632  1.949
C  -3.236  -1.763  -0.602
H  -4.325  -1.553  -0.652
H  -3.108  -2.735  -0.093
H  -2.868  -1.870  -1.633
C  -2.960  1.151  -1.757
H  -3.965  1.563  -1.651
H  -2.968  0.324  -2.465
H  -2.308  1.903  -2.195
C  1.433  0.528  -2.413
C  0.345  1.316  -2.589
C  -0.261  1.501  -3.981
C  -1.166  0.358  -4.491
C  -1.223  -0.896  -3.652
C  -0.167  -1.656  -3.504
C  1.156  -1.336  -4.167
C  2.037  -0.216  -3.538
H  0.548  1.672  -4.726
H  -0.808  0.126  -5.503
H  -0.830  2.457  -3.984
H  2.311  0.462  -4.358
H  1.925  0.479  -1.451
H  -0.022  2.046  -1.833
H  2.987  -0.655  -3.222
H  1.755  -2.262  -4.228
H  -0.216  -2.655  -3.030
H  0.975  -1.041  -5.222
H  -2.172  0.765  -4.620
H  -2.224  -1.246  -3.355
P  1.569  1.683  1.018
C  1.404  2.586  2.590
H  2.340  3.126  2.766
H  1.237  1.873  3.404
H  0.566  3.286  2.550
C  3.249  0.988  1.219
H  3.887  1.757  1.664
H  3.653  0.652  0.261
H  3.166  0.138  1.907
C  1.860  3.115  -0.083
H  2.079  2.762  -1.096
H  2.672  3.731  0.315
H  0.932  3.695  -0.130
P  0.863  -2.052  0.302
C  -0.230  -3.306  -0.434
H  0.341  -4.200  -0.701
H  -0.715  -2.881  -1.322
H  -1.003  -3.550  0.301
C  2.417  -2.150  -0.661
H  2.246  -1.910  -1.726
H  2.838  -3.154  -0.537
H  3.120  -1.408  -0.238
C  1.325  -2.911  1.849
H  1.482  -3.971  1.657
H  0.546  -2.758  2.595
H  2.222  -2.444  2.254
Cl  2.119  -1.467  6.806
C  1.851  -0.193  5.614
Cl  0.911  1.170  6.320
Cl  3.414  0.416  5.012
C  0.944  -0.748  4.409
O  -0.025  -1.444  4.782
O  1.288  -0.424  3.239

Cartesian forces (eV/Å) of the 2 atoms listed first:
Pd 0.40 -2.30 1.90
C -1.43 -0.89 -0.73

Computed properties:
- Charge: +2
- HOMO energy (alpha / beta): -13.6 / -13.6 eV
- E: -3358.56407 hartree
- Largest force on an atom: 3.46 eV Å⁻¹
- 2S+1: 5
- Expectation value of S²: 6.0249

Results of the Mulliken charge analysis, in e, for atoms 1 through 6: -0.23 1.44 -1.31 0.20 0.70 1.78

---

Entry 3:
Density functional theory data (wB97M-V/def2-TZVPD) for C26H45F5GaP2 as an isolated structure.

Geometry (Å):
Ga  2.399  -0.755  -0.702
C  -0.013  -0.597  2.759
C  1.344  -0.243  2.558
C  0.081  1.648  2.291
C  -0.795  0.582  2.613
C  1.404  1.142  2.257
C  -0.503  -1.945  3.108
H  0.113  -2.723  2.635
H  -1.543  -2.088  2.791
H  -0.461  -2.117  4.197
C  -2.255  0.712  2.789
H  -2.705  -0.238  3.091
H  -2.736  1.046  1.860
H  -2.492  1.461  3.558
C  -0.302  3.059  2.062
H  0.150  3.719  2.817
H  -1.389  3.177  2.110
H  0.035  3.412  1.076
C  2.626  1.936  2.012
H  3.110  2.228  2.961
H  2.398  2.862  1.466
H  3.368  1.364  1.432
C  2.491  -1.170  2.728
H  2.657  -1.400  3.792
H  3.417  -0.736  2.337
H  2.303  -2.125  2.218
C  1.916  -2.346  -1.939
C  2.119  -2.787  -0.588
C  3.426  -3.444  -0.165
C  4.607  -2.457  0.086
C  4.358  -1.007  -0.303
C  4.207  -0.631  -1.673
C  4.270  -1.651  -2.796
C  2.986  -2.528  -2.996
H  3.736  -4.195  -0.909
H  5.499  -2.822  -0.441
H  3.232  -3.995  0.777
H  3.303  -3.584  -3.047
H  0.891  -2.319  -2.302
H  1.230  -3.080  -0.010
H  2.556  -2.290  -3.982
H  4.431  -1.107  -3.740
H  4.455  0.389  -1.974
H  5.139  -2.311  -2.654
H  4.826  -2.479  1.163
H  4.687  -0.262  0.426
P  -2.050  -1.708  -0.861
C  -3.498  -1.733  0.260
H  -4.242  -2.430  -0.155
H  -3.919  -0.723  0.353
H  -3.159  -2.075  1.252
C  -2.798  -2.023  -2.500
H  -3.442  -2.913  -2.435
H  -1.977  -2.209  -3.210
H  -3.348  -1.136  -2.838
C  -1.498  -3.441  -0.540
H  -0.599  -3.680  -1.118
H  -2.300  -4.130  -0.826
H  -1.260  -3.575  0.522
P  0.983  1.674  -2.107
C  2.482  2.653  -1.690
H  2.968  3.001  -2.609
H  3.188  2.053  -1.102
H  2.183  3.516  -1.080
C  1.415  1.146  -3.816
H  2.394  0.655  -3.850
H  1.417  2.024  -4.476
H  0.661  0.427  -4.163
C  -0.111  3.082  -2.525
H  0.419  3.737  -3.235
H  -0.347  3.636  -1.603
H  -1.049  2.715  -2.970
F  -2.678  1.058  -2.604
C  -3.045  0.902  -1.298
F  -2.167  1.644  -0.545
C  -4.469  1.420  -1.081
F  -4.767  1.366  0.250
F  -4.635  2.698  -1.488
F  -5.349  0.640  -1.764

Cartesian forces (eV/Å) of the 2 atoms listed first:
Ga -1.57 0.68 -0.23
C -1.52 0.45 -0.18

Computed properties:
- Charge: +1
- HOMO energy (alpha / beta): -8.9 / -8.9 eV
- E: -4123.96624 hartree
- Largest force on an atom: 3.91 eV Å⁻¹

Results of the Mulliken charge analysis, in e, for atoms 1 through 6: -1.70 0.71 0.33 0.62 0.54 0.80

---

Entry 4:
Density functional theory data (wB97M-V/def2-TZVPD) for a 2-piece molecular cluster, C26H45F6NO7 overall.

Geometry (Å):
C  1.297  -2.939  0.246
C  1.161  -1.661  0.007
C  1.203  -0.593  1.114
C  0.644  -1.312  2.380
O  -0.669  -1.784  2.196
C  -0.903  -2.883  3.069
C  -2.378  -2.974  3.509
C  -3.364  -2.243  2.562
C  -3.798  -0.877  3.166
C  -3.599  0.325  2.251
N  -4.663  0.477  1.250
C  0.189  0.573  0.861
C  -0.635  0.461  -0.428
O  -1.653  -0.527  -0.307
C  -1.379  1.810  -0.686
F  -0.613  2.520  -1.547
F  -2.521  1.630  -1.295
F  -1.520  2.558  0.381
O  2.475  -0.150  1.544
C  3.488  0.141  0.596
C  3.070  0.983  -0.626
C  2.992  2.454  -0.184
O  3.946  3.060  0.145
C  4.404  -1.080  0.240
C  4.337  -1.567  -1.210
C  4.636  -3.078  -1.355
C  4.360  -3.548  -2.794
C  2.880  -3.513  -3.157
O  2.597  -4.187  -4.373
C  1.710  -3.440  -5.174
C  1.113  -4.355  -6.252
H  0.787  -3.652  -0.391
H  1.939  -3.325  1.031
H  1.060  -1.411  -1.046
H  0.624  -0.538  3.165
H  1.360  -2.065  2.716
H  -0.298  -2.809  3.977
H  -0.597  -3.813  2.569
H  -2.692  -4.014  3.617
H  -2.434  -2.562  4.517
H  -4.263  -2.859  2.505
H  -2.966  -2.163  1.551
H  -4.848  -0.960  3.455
H  -3.261  -0.658  4.091
H  -2.614  0.273  1.779
H  -3.586  1.216  2.886
H  -4.576  1.399  0.833
H  -4.487  -0.173  0.487
H  0.694  1.541  0.837
H  -0.530  0.635  1.674
H  -0.046  0.298  -1.327
H  -1.480  -1.162  -1.013
H  4.174  0.798  1.133
H  2.142  0.666  -1.105
H  3.834  0.984  -1.404
H  1.985  2.924  -0.232
H  5.419  -0.900  0.585
H  4.029  -1.891  0.876
H  5.143  -1.070  -1.763
H  3.394  -1.387  -1.718
H  3.943  -3.583  -0.672
H  5.671  -3.290  -1.095
H  4.749  -4.550  -2.984
H  4.888  -2.836  -3.437
H  2.608  -2.458  -3.297
H  2.266  -3.856  -2.314
H  0.867  -3.041  -4.594
H  2.210  -2.595  -5.664
H  0.129  -4.017  -6.569
H  1.788  -4.399  -7.106
H  1.052  -5.354  -5.823
C  -4.346  4.958  0.129
C  -2.975  5.589  0.015
O  -3.007  6.970  0.420
C  -2.949  7.196  1.729
O  -2.876  6.363  2.585
C  -2.946  8.709  1.995
F  -3.867  9.346  1.251
F  -1.744  9.239  1.696
F  -3.202  8.978  3.278
H  -5.081  5.536  -0.433
H  -4.329  3.938  -0.255
H  -4.681  4.932  1.167
H  -2.649  5.584  -1.024
H  -2.231  5.039  0.591

Cartesian forces (eV/Å) of the 2 atoms listed first:
C 0.36 -1.43 -0.05
C 0.58 1.43 -0.18

Computed properties:
- SMILES: C=C[C@](COCCCCCN)(C[C@@H](O)C(F)(F)F)O[C@H](CC=O)CCCCCOCC.CCOC(=O)C(F)(F)F
- Charge: 0
- HOMO energy: -9.1 eV
- E: -2198.20662 hartree
- Largest force on an atom: 2.66 eV Å⁻¹

Results of the Mulliken charge analysis, in e, for atoms 1 through 6: -1.71 -0.21 1.97 -2.19 0.38 -0.60

---

Entry 5:
Density functional theory data (wB97M-V/def2-TZVPD) for C26H45N8O2SbSi3Tc as an isolated structure.

Geometry (Å):
Tc  0.768  -0.751  0.631
C  0.509  0.100  2.715
C  1.088  -0.992  3.374
C  2.506  -0.882  3.296
C  2.811  0.219  2.535
C  1.579  0.824  2.076
H  -0.488  0.470  2.899
H  0.553  -1.732  3.953
H  3.213  -1.561  3.746
H  3.799  0.582  2.295
H  1.517  1.881  1.864
C  0.257  4.619  1.800
Si  -1.304  3.689  1.283
C  -2.306  4.730  0.078
C  -2.325  3.137  2.777
Sb  -0.790  1.424  -0.131
Si  1.167  2.676  -1.789
C  1.912  1.723  -3.239
C  2.525  3.060  -0.525
C  0.213  4.156  -2.463
Si  -3.326  0.435  -0.517
C  -3.166  -1.159  -1.513
C  -4.255  1.751  -1.487
C  -3.949  0.202  1.246
H  -0.016  5.361  2.553
H  0.693  5.163  0.962
H  1.025  3.982  2.239
H  -2.760  5.567  0.614
H  -3.108  4.166  -0.394
H  -1.684  5.150  -0.711
H  -2.143  3.806  3.621
H  -2.091  2.126  3.108
H  -3.392  3.187  2.557
H  2.218  0.707  -2.992
H  2.806  2.251  -3.578
H  1.218  1.680  -4.079
H  2.692  2.234  0.163
H  2.283  3.947  0.060
H  3.467  3.256  -1.041
H  -0.814  3.900  -2.721
H  0.706  4.504  -3.373
H  0.201  4.987  -1.758
H  -3.234  -0.951  -2.580
H  -3.973  -1.848  -1.255
H  -2.221  -1.670  -1.327
H  -3.703  2.072  -2.371
H  -4.481  2.624  -0.876
H  -5.211  1.345  -1.826
H  -3.314  -0.494  1.791
H  -4.967  -0.193  1.244
H  -3.970  1.147  1.787
C  -2.901  -4.074  2.204
N  -1.828  -4.029  1.212
C  -1.420  -5.128  0.531
C  -0.439  -5.059  -0.399
C  0.162  -3.793  -0.647
N  -0.220  -2.721  0.066
C  -1.203  -2.818  1.004
O  -1.516  -1.815  1.646
N  1.108  -3.653  -1.565
H  -3.249  -5.095  2.322
H  -3.727  -3.443  1.881
H  -2.537  -3.697  3.157
H  -1.914  -6.060  0.768
H  -0.121  -5.925  -0.956
H  1.389  -4.428  -2.142
H  1.486  -2.736  -1.756
C  4.149  -0.560  -0.815
C  3.782  -1.760  -0.018
N  2.621  -1.982  0.580
C  2.721  -3.200  1.221
C  3.954  -3.717  1.000
N  4.607  -2.799  0.214
H  3.287  0.098  -0.882
H  4.464  -0.839  -1.821
H  4.974  -0.022  -0.345
H  1.911  -3.603  1.803
H  4.415  -4.630  1.332
H  5.551  -2.888  -0.126
O  1.009  -0.766  -1.377
N  0.014  -0.430  -2.170
C  0.115  -0.803  -3.400
C  1.204  -1.596  -3.876
N  2.105  -2.263  -4.128
C  -0.921  -0.374  -4.280
N  -1.765  -0.003  -4.964

Cartesian forces (eV/Å) of the 2 atoms listed first:
Tc -0.30 0.14 0.71
C -0.05 0.20 0.19

Computed properties:
- Charge: +2
- HOMO energy (alpha / beta): -13.2 / -13.2 eV
- E: -2795.29674 hartree
- Largest force on an atom: 1.04 eV Å⁻¹
- 2S+1: 4
- Expectation value of S²: 3.8578

Results of the Mulliken charge analysis, in e, for atoms 1 through 6: 0.27 -1.12 0.01 -0.98 -0.69 0.20

---

Entry 6:
Density functional theory data (wB97M-V/def2-TZVPD) for a 7-piece molecular cluster, C26H46BNO10 overall.

Geometry (Å):
C  3.620  4.387  0.706
O  2.258  3.930  0.314
B  2.071  2.520  0.704
O  3.119  1.541  0.245
C  0.865  1.906  1.637
O  0.572  0.542  1.104
C  -0.021  -0.177  2.257
O  -1.084  -0.975  1.977
C  -0.548  2.799  1.563
C  -1.679  2.238  0.520
C  -3.119  3.055  0.447
C  -3.255  4.366  1.478
C  -1.953  4.720  2.408
N  -0.643  3.985  2.482
H  4.484  3.800  0.164
H  3.753  4.175  1.872
H  3.803  5.528  0.487
H  3.329  0.941  1.045
H  1.212  1.871  2.754
H  0.403  -0.075  3.347
H  -1.579  1.296  -0.171
H  -4.018  2.772  -0.258
H  -4.250  5.015  1.543
H  -2.081  5.651  3.146
C  -0.921  -4.579  -1.522
C  -1.653  -3.295  -1.807
O  -2.060  -3.029  -2.937
C  -1.866  -2.348  -0.657
H  -0.840  -5.164  -2.445
H  0.086  -4.360  -1.157
H  -1.474  -5.166  -0.784
H  -0.902  -2.030  -0.253
H  -2.462  -2.835  0.120
H  -2.408  -1.464  -1.010
C  0.770  5.730  -1.976
C  1.458  6.845  -2.717
O  1.876  7.841  -2.129
C  1.615  6.694  -4.207
H  0.728  5.975  -0.909
H  -0.251  5.611  -2.348
H  1.331  4.800  -2.099
H  0.632  6.618  -4.678
H  2.213  5.807  -4.430
H  2.129  7.574  -4.608
C  -4.170  -8.114  -3.619
C  -3.573  -6.847  -3.066
O  -2.414  -6.813  -2.656
C  -4.450  -5.624  -3.032
H  -3.423  -8.913  -3.582
H  -5.032  -8.412  -3.018
H  -4.466  -7.960  -4.660
H  -5.325  -5.812  -2.405
H  -4.759  -5.360  -4.047
H  -3.888  -4.786  -2.607
C  0.785  8.044  5.434
C  0.221  6.648  5.406
O  -0.893  6.401  5.866
C  1.072  5.568  4.795
H  0.062  8.718  5.904
H  1.709  8.059  6.018
H  0.974  8.388  4.414
H  2.008  5.473  5.350
H  1.273  5.802  3.746
H  0.537  4.613  4.844
C  2.855  -4.228  -3.469
C  3.451  -2.962  -2.916
O  4.611  -2.928  -2.506
C  2.575  -1.738  -2.882
H  3.602  -5.028  -3.432
H  1.992  -4.526  -2.868
H  2.559  -4.075  -4.510
H  1.699  -1.926  -2.254
H  2.266  -1.474  -3.896
H  3.137  -0.900  -2.457
C  0.185  -5.160  2.545
C  -0.379  -6.556  2.518
O  -1.493  -6.803  2.977
C  0.472  -7.636  1.906
H  -0.538  -4.486  3.015
H  1.109  -5.145  3.129
H  0.374  -4.816  1.525
H  1.408  -7.731  2.461
H  0.673  -7.402  0.858
H  -0.063  -8.591  1.955

Cartesian forces (eV/Å) of the 2 atoms listed first:
C 1.45 -0.14 0.68
O 0.86 -2.83 1.63

Computed properties:
- SMILES: COB(O)[C@H](OC=O)c1ccccn1.CC(C)=O.CC(C)=O.CC(C)=O.CC(C)=O.CC(C)=O.CC(C)=O
- Charge: 0
- HOMO energy: -9.1 eV
- E: -1849.99975 hartree
- Largest force on an atom: 9.36 eV Å⁻¹

Results of the Mulliken charge analysis, in e, for atoms 1 through 6: -0.67 -0.33 0.39 -0.40 -0.35 -0.02